1.
A 11-piece molecular cluster, C14H40BN12O24 overall in a non-equilibrium geometry, computed with ωB97M-V/def2-TZVPD.

Geometry as ORCA input:
```
! wB97M-V def2-TZVPD RIJCOSX def2/J DEFGRID3
* xyz -1 1
C 5.80254 1.51413 3.08941
C 4.77819 0.68024 2.33474
N 3.62388 1.48698 1.87408
C 2.34287 0.82002 2.00849
O 2.18063 -0.30158 1.12858
N 2.94379 -1.45161 1.50024
O 2.39906 -2.10992 2.29940
C 1.26064 1.85119 1.48775
O 0.14392 1.76312 2.34240
B 0.48924 0.63420 3.30335
O 1.97737 0.64376 3.32255
H 6.45462 0.82880 3.63597
H 5.34023 2.16342 3.83334
H 6.42268 2.08882 2.40440
H 5.28044 0.28021 1.44807
H 4.45810 -0.18734 2.91375
H 3.57549 2.26980 2.51637
H 1.02527 1.54220 0.46725
H 1.67995 2.85765 1.56798
H -0.06617 0.84676 4.35415
H 0.04270 -0.43927 2.87599
C -1.09846 3.81127 -1.55268
N 0.29067 4.25914 -1.25713
O 0.49774 5.46494 -1.22235
O 1.13851 3.42220 -1.05525
H -1.70194 4.69974 -1.69276
H -1.06941 3.20572 -2.45152
H -1.44908 3.23224 -0.71195
C -2.66370 0.01037 0.78155
N -3.24531 1.10797 -0.02554
O -2.68878 1.40532 -1.06927
O -4.24652 1.65321 0.39663
H -1.78269 -0.36155 0.27573
H -2.39874 0.42589 1.74634
H -3.42683 -0.75983 0.87561
C 4.67557 2.63810 -1.26146
N 6.03623 2.51127 -0.67815
O 6.50869 3.46529 -0.09455
O 6.60850 1.44459 -0.82586
H 4.29768 3.62996 -1.04561
H 4.76680 2.46996 -2.33110
H 4.05113 1.88073 -0.79282
C 3.37740 7.42124 -0.37985
N 3.54187 6.60003 0.85053
O 3.39476 7.15490 1.92320
O 3.81715 5.43029 0.69297
H 3.13852 8.43565 -0.08520
H 4.31640 7.37968 -0.92329
H 2.57028 6.97841 -0.95780
C -5.71774 -0.11264 -2.79084
N -5.77426 -1.53164 -2.35207
O -5.42520 -1.77351 -1.21819
O -6.16599 -2.35216 -3.16468
H -5.35470 0.48312 -1.96133
H -5.03883 -0.05916 -3.63589
H -6.72009 0.18732 -3.07952
C 9.76138 1.33840 -1.00540
N 11.16352 1.78701 -0.78045
O 11.85364 1.14592 -0.01205
O 11.53046 2.77449 -1.38791
H 9.58102 0.45651 -0.40488
H 9.10126 2.14767 -0.71162
H 9.65756 1.12202 -2.06365
C -4.04855 1.35893 4.87338
N -2.73610 1.27042 5.57178
O -2.39271 2.22507 6.24928
O -2.10244 0.25645 5.40027
H -4.49967 2.31508 5.10947
H -3.85814 1.26709 3.80819
H -4.66051 0.53517 5.22678
C -6.13398 -5.25009 -4.79058
N -6.96194 -6.47741 -4.95289
O -8.09378 -6.35277 -5.37469
O -6.44703 -7.53639 -4.64848
H -6.72446 -4.39561 -5.09427
H -5.85578 -5.17669 -3.74472
H -5.25325 -5.36524 -5.41384
C -5.90170 -4.84624 2.00896
N -5.28555 -3.52219 1.72213
O -4.14340 -3.51091 1.32127
O -5.97971 -2.54502 1.91431
H -5.17101 -5.61589 1.79389
H -6.18411 -4.85272 3.05672
H -6.77511 -4.94208 1.37189
C -3.58300 -9.29496 -4.21050
N -2.80289 -8.05209 -3.95550
O -3.33644 -6.98994 -4.20521
O -1.68078 -8.18964 -3.51382
H -4.55643 -9.01766 -4.59592
H -3.02393 -9.88446 -4.93019
H -3.67158 -9.82181 -3.26596
*
```

The value obtained for the HOMO energy is -4.207 eV. The energy comes out at -3044.15885 hartree.

Results of the Mulliken charge analysis, in e, for atoms 1 through 4:
1 C -1.319
2 C -0.376
3 N 0.031
4 C 0.575

=====

2.
A 2-piece molecular cluster, C4H11NO3 overall in a non-equilibrium geometry, computed with ωB97M-V/def2-TZVPD.

Geometry as ORCA input:
```
! wB97M-V def2-TZVPD RIJCOSX def2/J DEFGRID3
* xyz 0 1
C 0.46403 0.54919 1.56981
O 1.88447 0.51982 1.45956
C -0.10859 0.31653 0.14604
C -1.66900 0.18417 0.27211
C -2.02518 -1.21007 -0.24552
O -2.01540 -2.18837 0.44838
N 0.31488 1.41303 -0.68435
H 0.25796 -0.31636 2.19183
H 0.19964 1.55425 1.91249
H 2.18675 1.14120 0.79746
H 0.30119 -0.61939 -0.20525
H -1.95816 0.33257 1.31229
H -2.16705 0.89192 -0.38929
H -2.19244 -1.11953 -1.33366
H 0.47521 1.27171 -1.66524
H -0.15290 2.27359 -0.49407
H 1.86645 -1.50215 -0.95548
H 2.55578 -1.97540 -2.23422
O 1.78240 -1.51670 -1.90290
*
```

The value obtained for the HOMO energy is -9.228 eV. The energy comes out at -439.44782 hartree. As for the structure (SMILES): N[C@@H](CO)CC=O.O.

Results of the natural (NBO) charge analysis, in e, for atoms 1 through 4:
1 C -0.066
2 O -0.741
3 C -0.058
4 C -0.533

=====

3.
C7H7N5O4Pr as an isolated structure in a non-equilibrium geometry, computed with ωB97M-V/def2-TZVPD.

Geometry as ORCA input:
```
! wB97M-V def2-TZVPD RIJCOSX def2/J DEFGRID3
* xyz 3 3
Pr -0.07197 0.00451 -0.45804
O 0.09430 3.58809 0.11223
C 0.04311 2.46689 -0.07908
C -0.19020 -2.46613 -0.31103
O -0.24766 -3.60765 -0.19312
C 2.40309 -0.11767 -0.32574
O 3.54013 -0.17241 -0.26016
C -2.53559 0.12334 -0.39260
O -3.68385 0.17402 -0.34056
C -0.03967 0.69117 -5.49675
H -0.95420 1.29567 -5.48139
H 0.92799 1.20523 -5.46095
C -0.10508 -0.68233 -5.55520
H 0.80886 -1.28774 -5.56647
H -1.07248 -1.19716 -5.58700
N 0.97364 0.67167 5.25651
N 0.36864 0.20198 4.13913
N -0.64302 -0.66451 4.20975
C -0.92148 -0.84832 2.90405
N -0.11254 -0.12801 2.11168
N 0.72858 0.56239 2.92572
H 1.73429 1.32453 5.16738
H 0.65278 0.35969 6.15928
H -1.69769 -1.49722 2.52235
*
```

The value obtained for the HOMO energy (spin up / spin down) is -17.718 / -17.741 eV. The energy comes out at -1361.39872 hartree.

Results of the natural (NBO) charge analysis, in e, for atoms 1 through 4:
1 Pr 1.881
2 O -0.190
3 C 0.392
4 C 0.385

=====

4.
A 8-piece molecular cluster, C30H44O24 overall in a non-equilibrium geometry, computed with ωB97M-V/def2-TZVPD.

Geometry as ORCA input:
```
! wB97M-V def2-TZVPD RIJCOSX def2/J DEFGRID3
* xyz 0 1
C 4.16223 0.39920 -3.64358
C 2.65481 0.10268 -3.67899
O 2.09003 1.34988 -4.08098
C 3.00287 2.32436 -3.94922
O 2.76333 3.48416 -3.98988
O 4.24807 1.80737 -3.83102
H 4.71100 -0.19161 -4.37483
H 4.59811 0.15663 -2.67692
H 2.22818 -0.31950 -2.77122
H 2.40404 -0.63286 -4.44692
C -0.34162 -1.45362 0.78458
C -0.66763 -0.21631 1.62092
O 0.09488 0.77163 0.93577
C 0.98391 0.18525 0.11343
O 1.68612 0.78969 -0.62967
O 0.95316 -1.15139 0.23923
H -0.99796 -1.52782 -0.09061
H -0.39500 -2.42791 1.25749
H -0.36078 -0.40673 2.65052
H -1.74177 -0.08571 1.56190
C 2.16536 3.82685 0.83118
C 1.23437 4.76115 0.11581
C 1.47323 4.95966 -1.38310
O 0.27769 4.41136 -1.97707
C -0.63073 4.11950 -1.04526
O -1.71121 3.68369 -1.28111
O -0.10966 4.28250 0.19301
H 3.19977 4.16450 0.81057
H 2.10700 2.79728 0.46806
H 1.83013 3.72878 1.86885
H 1.23766 5.74415 0.59472
H 2.26400 4.35563 -1.83585
H 1.61518 5.96180 -1.78442
C -8.09289 0.19374 -0.36424
C -6.79005 0.96453 -0.21140
C -6.51516 1.63329 1.15036
O -5.25374 1.13479 1.55934
C -4.79578 0.24098 0.66418
O -3.71750 -0.26845 0.71356
O -5.71104 0.00975 -0.29145
H -8.01718 -0.52584 -1.17206
H -8.88338 0.93075 -0.50331
H -8.27131 -0.33464 0.57441
H -6.70455 1.72651 -0.98814
H -7.31736 1.44504 1.86608
H -6.44462 2.71279 1.02429
C -1.53974 0.49328 -2.48270
C -2.10820 -0.80597 -3.04633
C -3.50321 -0.57669 -3.61489
O -3.25324 -0.19994 -4.95625
C -2.06892 -0.73948 -5.32697
O -1.67542 -0.88819 -6.43550
O -1.37786 -1.14848 -4.22995
H -1.21959 1.15733 -3.28558
H -0.61512 0.33731 -1.92122
H -2.26808 0.94716 -1.81329
H -2.06023 -1.59194 -2.29689
H -4.04958 0.17734 -3.04832
H -4.16073 -1.45149 -3.55566
C 3.08117 -6.05631 0.11737
C 1.96998 -5.11516 0.54354
C 1.00629 -5.69853 1.55433
O 0.57810 -4.52263 2.26838
C 1.63382 -3.67847 2.30028
O 1.73906 -2.68635 2.94715
O 2.57609 -4.12054 1.43416
H 2.62579 -6.88942 -0.41397
H 3.58278 -6.36858 1.03533
H 3.85448 -5.54597 -0.45312
H 1.54592 -4.57313 -0.30170
H 1.52867 -6.36025 2.24463
H 0.10923 -6.16652 1.15812
C 4.44652 -0.63718 0.21765
C 5.68057 -1.49728 0.10423
C 5.50939 -2.89348 0.68575
O 6.26401 -3.73186 -0.20506
C 6.36176 -3.09766 -1.39127
O 6.81999 -3.55630 -2.38446
O 5.86208 -1.83818 -1.29787
H 4.55187 0.14409 -0.53979
H 4.36911 -0.13827 1.18093
H 3.54351 -1.16692 -0.07612
H 6.61119 -1.01912 0.41161
H 4.46933 -3.19878 0.56222
H 5.81512 -3.01450 1.71986
C -2.29202 0.74398 5.21147
C -1.62187 2.09470 5.31069
C -1.17899 2.64050 3.94211
O -2.23599 3.53787 3.58614
C -3.07919 3.69881 4.62232
O -4.11709 4.27049 4.57157
O -2.63518 3.02976 5.71448
H -2.83924 0.55356 6.14406
H -1.57235 -0.07846 5.32817
H -2.96563 0.55822 4.37923
H -0.79943 2.04379 6.01834
H -1.19363 1.85408 3.19349
H -0.21953 3.15226 3.97226
*
```

The value obtained for the HOMO energy is -10.571 eV. The energy comes out at -2975.41295 hartree. As for the structure (SMILES): C[C@H]1COC(=O)O1.C[C@H]1COC(=O)O1.C[C@H]1COC(=O)O1.C[C@H]1COC(=O)O1.C[C@H]1COC(=O)O1.C[C@H]1COC(=O)O1.O=C1OCCO1.O=C1OCCO1.

Results of the Mulliken charge analysis, in e, for atoms 1 through 4:
1 C 0.177
2 C 0.172
3 O -0.274
4 C 0.585

=====

5.
One molecule with the formula C10H5NO3 in a non-equilibrium geometry, computed with ωB97M-V/def2-TZVPD.

Geometry as ORCA input:
```
! wB97M-V def2-TZVPD RIJCOSX def2/J DEFGRID3
* xyz 0 1
C 3.20966 -0.37110 1.27678
C 2.51066 -0.60362 0.29494
C 1.45020 -0.97304 -0.82098
C 0.06150 -0.38487 -0.32364
C -0.38578 0.90554 -0.56946
N 0.42484 1.86776 -1.35283
C 1.38751 2.30719 -0.64616
O 2.44648 2.56014 -0.20723
C -1.82143 1.28755 0.00623
O -2.08733 2.42174 0.36070
C -2.86794 0.08669 0.02808
C -2.42201 -1.21013 0.26069
C -0.85663 -1.33248 0.53662
O -0.42905 -2.09374 1.39330
H 3.49156 -0.04232 2.31436
H 1.30914 -2.10249 -0.86732
H 1.75387 -0.53145 -1.81706
H -3.96716 0.28619 -0.14567
H -3.11108 -2.10430 0.25823
*
```

The value obtained for the HOMO energy is -9.929 eV. The energy comes out at -664.36783 hartree. As for the structure (SMILES): C#CCC1=C(N=C=O)C(=O)C=CC1=O.

Results of the natural (NBO) charge analysis, in e, for atoms 1 through 4:
1 C -0.245
2 C -0.030
3 C -0.489
4 C -0.068